ORCA calculation (ωB97M-V with the def2-TZVPD basis set) on a 6-piece molecular cluster, C21H50FNO13 overall.

Last column: Mulliken charge in e.
Atoms and positions in Å:
N -1.99290 -1.09305 -0.48069  1.47
H -2.77990 -0.53205 -0.09869  -0.47
H -2.44490 -1.95905 -0.68269  0.39
H -1.09790 -1.04005 0.19731  -0.31
H -1.52990 -0.84505 -1.35369  -0.31
O -4.68990 -1.93405 0.03131  -0.93
H -4.69190 -2.80105 0.30031  0.06
C -5.37390 0.99995 0.41931  -0.77
C -6.34790 2.19095 0.68131  0.22
O -5.61790 3.32995 0.69731  -0.29
C -4.39090 3.00095 0.52131  0.48
O -3.42190 3.69895 0.57531  -0.57
O -4.16190 1.67495 0.33131  0.05
F -6.99890 2.01495 1.91131  -0.34
H -5.61790 0.47495 -0.45969  0.45
H -5.33090 0.47595 1.21131  0.34
H -6.98990 2.05195 -0.11169  0.36
C -3.47990 1.23595 -3.05869  -0.68
O -2.51290 0.23395 -3.53969  -0.18
C -3.22290 -0.85605 -3.96869  -0.72
C -2.08790 -1.99505 -4.36369  -1.09
O -1.48890 -2.29605 -3.27269  -0.13
C -0.09290 -2.67305 -3.51969  -0.72
C 0.27710 -3.60405 -2.30569  -0.79
O 0.05810 -2.86605 -1.10469  0.06
C -0.02890 -3.67905 0.06031  -1.03
H -4.21390 0.89095 -2.32969  0.15
H -4.08690 1.52995 -4.01069  0.41
H -3.01190 2.21695 -2.53869  0.16
H -3.61590 -0.69405 -4.94369  0.56
H -3.85490 -1.37405 -3.32369  0.38
H -1.41790 -1.69805 -5.08469  0.61
H -2.64490 -2.62105 -4.98069  0.45
H 0.59010 -1.94105 -3.53569  0.20
H 0.22510 -3.11905 -4.44269  0.64
H 1.30710 -3.95005 -2.54169  0.31
H -0.35390 -4.38505 -2.32969  0.48
H -0.11190 -2.93605 0.97631  -0.15
H 0.77910 -4.22705 0.09931  0.83
H -0.89090 -4.35905 0.32431  0.31
C 0.91110 0.97695 -2.30869  -0.92
O 0.26310 0.93395 -1.01169  0.21
C 0.00510 2.20395 -0.35269  -0.92
C -0.17090 1.95595 1.18031  -0.94
O -0.91990 0.97395 1.29731  0.57
C -1.20790 0.69695 2.71431  -0.80
C -2.11090 -0.48105 2.97931  -0.97
O -1.47990 -1.68205 2.51431  -0.12
C -2.08590 -2.87405 2.97431  -1.08
H 0.00210 1.44395 -2.81669  0.33
H 1.12710 0.01995 -2.88569  -0.15
H 1.77810 1.70295 -2.14469  0.43
H -0.96190 2.44495 -0.73669  0.15
H 0.65910 2.95195 -0.49169  0.75
H -0.68990 2.72495 1.43131  0.67
H 0.88110 1.93595 1.48131  0.26
H -2.06790 1.42995 2.90631  0.28
H -0.33490 0.86395 3.26731  0.42
H -2.97490 -0.39905 2.47431  0.26
H -2.20090 -0.53305 4.01731  0.72
H -1.98590 -2.77205 3.99131  0.49
H -1.62190 -3.62305 2.52431  0.29
H -3.15690 -2.92405 2.93131  0.31
C 2.35210 -1.42505 1.10631  -1.03
O 3.55010 -0.77005 1.23331  -0.42
C 3.50710 0.50595 0.56231  0.65
C 4.88510 1.01095 0.09131  -0.65
O 5.50810 1.36095 1.05831  -0.14
C 6.87410 1.70395 0.74331  -1.05
C 7.59610 1.80395 2.11531  -0.52
O 7.31910 3.02095 2.67231  -0.31
C 7.89410 3.21595 3.98931  -0.67
H 2.15910 -1.74005 0.15931  0.32
H 1.41110 -0.92605 1.46931  0.34
H 2.39210 -2.18005 1.81331  0.61
H 2.92610 1.39695 1.13431  -0.21
H 2.94910 0.62295 -0.51869  -0.10
H 5.09910 1.98995 -0.67369  0.14
H 5.47310 0.12095 -0.52069  0.18
H 6.89610 2.50695 0.11931  0.62
H 7.32810 0.95195 0.08031  0.50
H 8.61410 1.57095 1.93431  0.44
H 7.23110 0.91395 2.61431  0.32
H 7.85910 2.14695 4.43531  0.32
H 7.12010 3.94595 4.66331  0.18
H 8.75910 3.73595 3.82631  0.29

Calculated values
gap between HOMO and LUMO = 7.48 eV
largest force on an atom = 12.3 eV/Å
E_LUMO = 0.6 eV
multiplicity = 1
total charge = 0